Computed, not measured: C48H49N7O5P2ReSSe2 as an isolated structure, with ωB97M-V/def2-TZVPD.

Results
Electronic energy: -8580.1370 hartree
Frontier orbital gap (alpha / beta): 6.27 / 7.35 eV
Spin multiplicity: 2
HOMO (alpha / beta): -6.407 / -7.572 eV
Total charge: 0
ΔE to the lowest compared entry with this formula, charge and spin: 0.0 kcal per mole

Atoms and positions in Å:
Re1 1.55495 -0.12640 0.91469
O1 1.04565 -5.48593 3.21631
C1 1.83070 -5.50538 2.15488
O2 2.28914 -6.52181 1.69563
C2 2.16561 -4.19173 1.52953
C3 3.01645 -4.07219 0.45496
N1 3.08794 -2.77254 0.13958
N2 2.33721 -2.03564 0.96279
C4 1.75396 -2.87899 1.79921
C5 0.70161 -2.28669 2.68481
O3 0.20446 -2.96893 3.57383
O4 0.38981 -1.06481 2.40815
H1 0.71823 -4.56703 3.42400
H2 3.55498 -4.83445 -0.08610
H3 3.62037 -2.32601 -0.58521
Se1 -3.82259 -2.20284 -3.99937
P1 -3.57848 -2.08842 -1.91276
C6 -3.76392 -3.67323 -1.04543
C7 -4.01816 -4.82097 -1.77419
C8 -4.14614 -6.04566 -1.11910
C9 -4.01377 -6.11572 0.25721
C10 -3.74656 -4.96261 0.99226
C11 -3.62206 -3.74827 0.34336
C12 -4.86201 -1.01914 -1.19086
C13 -5.00142 0.26855 -1.70302
C14 -6.04827 1.08253 -1.30758
C15 -6.99109 0.60723 -0.40397
C16 -6.87516 -0.67987 0.09732
C17 -5.81685 -1.49494 -0.29454
C18 -1.90210 -1.55306 -1.32657
C19 -1.06495 -0.43550 -1.22080
N3 0.05816 -0.87694 -0.56161
N4 -0.06452 -2.20632 -0.38526
N5 -1.20493 -2.61458 -0.82273
P2 -1.24245 1.21584 -1.98014
Se2 0.42795 2.49065 -2.32267
C20 -2.43857 2.06435 -0.92581
C21 -2.82406 1.50251 0.28883
C22 -3.68905 2.19188 1.13148
C23 -4.17233 3.43713 0.75892
C24 -3.77038 4.01252 -0.44485
C25 -2.89305 3.33695 -1.27936
C26 -1.88683 0.90940 -3.64090
C27 -1.12284 0.06703 -4.44586
C28 -1.46065 -0.11789 -5.77350
C29 -2.56208 0.54217 -6.31044
C30 -3.31992 1.38463 -5.51461
C31 -2.98172 1.57283 -4.17983
H4 -4.10960 -4.75219 -2.85022
H5 -4.34199 -6.94375 -1.69353
H6 -4.11223 -7.06799 0.76518
H7 -3.61967 -5.01779 2.06698
H8 -3.39102 -2.85657 0.91494
H9 -4.30335 0.61597 -2.44514
H10 -6.13512 2.08356 -1.71333
H11 -7.82349 1.23430 -0.10573
H12 -7.61696 -1.06258 0.78726
H13 -5.74922 -2.49896 0.09615
H14 -2.44311 0.53199 0.58044
H15 -3.98770 1.74907 2.07562
H16 -4.85860 3.96790 1.40923
H17 -4.12905 4.99594 -0.72306
H18 -2.53568 3.80249 -2.18930
H19 -0.26683 -0.44913 -4.02598
H20 -0.87546 -0.78883 -6.39099
H21 -2.83204 0.39001 -7.34964
H22 -4.18122 1.89549 -5.92765
H23 -3.57859 2.23783 -3.57095
C32 5.40462 -0.19609 1.22730
C33 5.06821 0.10093 2.66832
C34 6.07292 0.07891 3.62890
C35 5.80853 0.32867 4.96503
C36 4.50305 0.60701 5.34617
C37 3.46933 0.64515 4.42313
C38 2.04835 0.90909 4.87686
C39 3.74958 0.38893 3.06461
N6 2.71944 0.44063 2.13980
H24 6.40689 0.16371 0.98822
H25 4.69302 0.26799 0.55045
H26 5.39479 -1.27535 1.03857
H27 7.08793 -0.14304 3.31199
H28 6.60253 0.28597 5.70115
H29 4.27253 0.79022 6.39048
H30 1.87863 0.48981 5.86937
H31 1.32646 0.46110 4.19395
H32 1.84722 1.98577 4.93907
O5 0.12805 1.46936 1.02357
S1 0.10160 2.98804 1.20885
C40 -0.15337 3.21060 2.98644
C41 0.85783 4.26430 3.42512
C42 2.16802 3.86288 2.74852
C43 1.82369 3.56549 1.28908
H33 0.04502 2.23529 3.42889
H34 -1.19343 3.48666 3.14981
H35 0.94127 4.31050 4.51092
H36 0.54431 5.25426 3.07731
H37 2.57026 2.96139 3.21473
H38 2.92079 4.64709 2.82533
H39 2.40849 2.75917 0.85489
H40 1.88415 4.43873 0.63754
C44 5.52585 0.78683 -2.44940
C45 4.12630 1.38980 -2.63902
C46 4.19782 2.92393 -2.59025
C47 3.51112 0.91727 -3.96406
C48 3.26565 0.92810 -1.51537
N7 2.61267 0.57724 -0.64365
H41 6.18949 1.18678 -3.21913
H42 5.49965 -0.30076 -2.54962
H43 5.93889 1.03659 -1.47136
H44 4.84579 3.27284 -3.39757
H45 4.60887 3.26832 -1.63810
H46 3.20795 3.36013 -2.72487
H47 4.15684 1.24910 -4.78133
H48 2.51360 1.33506 -4.10370
H49 3.43950 -0.17286 -3.99789